Here is an isolated ion of composition CH5N3 and charge -1 at a distorted geometry from the OMol25 dataset. Energies are from ωB97M-V/def2-TZVPD.

XYZ file:
```
9
Properties=species:S:1:pos:R:3:forces:R:3
N -0.95349 -0.60363 -0.64327 -0.319 -0.574 -0.174
C 0.10490 0.04704 -0.04081 -0.875 0.062 -0.129
N 0.03187 -0.00039 1.33034 -0.307 -0.213 0.565
N 0.99497 0.73440 -0.62483 1.555 0.332 0.242
H -0.78119 -1.00390 -1.55750 0.177 0.247 -0.239
H -1.47086 -1.28222 -0.08486 0.154 0.066 0.221
H 0.60604 0.61578 1.87441 0.305 0.306 -0.299
H -0.89079 -0.12677 1.72513 -0.061 -0.126 -0.084
H 1.14225 0.54725 -1.60754 -0.629 -0.100 -0.102
```
Positions in Å, forces in eV/Å.

Charge   -1
HOMO-LUMO gap (alpha / beta)   3.883 / 9.726 eV
Spin multiplicity   2
HOMO (alpha / beta)   1.26 / -4.80 eV
M   59.1 g mol⁻¹